No. 1
{"formula": "C23H30BrCaN2O7", "method": "ωB97M-V/def2-TZVPD", "total_charge": 1, "homo_lumo_gap_ha": 0.291, "lumo_ev": -1.98, "symbols": ["H", "C", "H", "O", "C", "C", "H", "H", "C", "O", "C", "Ca", "O", "C", "C", "C", "C", "H", "C", "H", "H", "H", "C", "C", "H", "H", "H", "C", "H", "H", "H", "H", "H", "H", "H", "H", "H", "C", "H", "C", "H", "Br", "C", "H", "H", "H", "C", "C", "O", "H", "C", "O", "N", "C", "H", "H", "H", "H", "O", "C", "C", "N", "C", "O"], "xyz": [[-3.254, -1.075, -3.509], [0.979, -1.776, -3.197], [-4.557, -5.018, 3.130], [3.118, 6.587, -1.006], [0.453, -0.026, 2.765], [0.916, 1.485, -0.639], [1.244, -1.743, -4.257], [1.862, -1.520, -2.609], [0.758, 3.976, -0.582], [1.626, 0.444, -0.741], [1.227, 0.454, 3.807], [-0.254, -0.881, -0.410], [-2.428, -0.650, -1.651], [2.760, 5.274, -0.919], [1.552, 2.828, -0.735], [2.916, 2.924, -0.975], [-0.297, -4.380, -0.946], [1.304, -3.876, -2.892], [3.551, 4.163, -1.077], [2.148, 7.608, 0.504], [-0.374, 1.623, 4.642], [3.176, 0.296, 4.701], [-3.860, -3.059, 2.571], [-2.823, -2.423, 1.761], [3.484, 2.010, -1.082], [1.816, 8.180, -1.173], [0.603, -4.998, -0.930], [2.526, -0.043, 3.904], [-1.281, 0.355, -3.945], [-3.880, -4.951, 1.501], [-2.226, -2.314, -2.769], [-0.320, -3.498, -3.492], [3.993, -1.363, 3.033], [-1.071, -4.880, -1.534], [-4.825, -2.709, 2.202], [0.882, 1.175, 5.801], [1.188, 2.438, 4.613], [2.122, -1.354, 1.982], [-0.305, 3.890, -0.407], [-2.335, -1.243, -2.939], [-0.650, -4.232, 0.072], [2.712, -2.599, 0.673], [-1.137, -0.698, -3.700], [-2.496, 1.359, -2.235], [-3.090, 0.975, -0.623], [-3.752, -2.691, 3.592], [0.481, -3.158, -2.825], [0.697, 1.476, 4.770], [0.859, 6.441, -0.615], [-0.565, 0.327, 2.631], [1.396, 5.181, -0.677], [-0.010, -3.096, -1.489], [-2.005, -1.940, 1.119], [-3.062, 0.631, -1.653], [4.610, 4.250, -1.275], [-2.808, -4.930, 2.910], [-4.077, 0.539, -2.045], [-0.999, -1.247, -4.635], [0.025, -0.773, -2.879], [1.982, 7.314, -0.538], [-3.765, -4.586, 2.521], [0.887, -0.914, 1.861], [2.992, -0.963, 2.985], [-0.341, 1.406, -0.442]]}

=====

No. 2
{"formula": "C23H30LuN2O4", "method": "ωB97M-V/def2-TZVPD", "de_lowest_kcal_mol": 11.0, "total_charge": -1, "homo_lumo_gap_ha": [0.188, 0.188], "lumo_ev": [2.40, 2.40], "symbols": ["H", "H", "C", "H", "C", "H", "H", "H", "C", "H", "C", "H", "H", "H", "C", "C", "H", "Lu", "H", "H", "N", "C", "C", "N", "C", "C", "H", "H", "H", "C", "H", "H", "H", "C", "H", "C", "H", "H", "O", "O", "H", "H", "H", "C", "C", "H", "C", "H", "C", "H", "H", "O", "C", "H", "C", "C", "O", "C", "C", "C"], "xyz": [[-0.375, -5.911, -0.340], [3.500, -3.278, -1.923], [4.476, 0.610, -0.467], [4.157, -0.155, 2.799], [0.241, -0.137, -5.569], [2.771, 1.117, -1.691], [-0.783, 3.860, -1.553], [-3.701, 3.987, -0.846], [3.133, 0.854, -0.703], [-1.214, -1.749, -5.654], [-1.444, 3.179, -2.100], [0.349, 1.296, -7.202], [-0.474, 0.114, 2.404], [1.340, -2.005, -5.708], [1.404, -0.987, -6.098], [1.647, -3.277, -0.864], [3.364, -5.706, -2.451], [-0.010, 0.039, -0.564], [1.428, -7.040, -1.658], [-1.117, -0.778, -7.141], [2.210, 0.762, 0.244], [-1.089, -0.738, -6.047], [0.538, -4.003, -0.423], [-1.380, 1.511, -0.276], [0.281, -0.091, -2.872], [4.858, 0.242, 0.805], [-3.947, 2.080, -2.465], [5.895, 0.017, 1.025], [1.309, 1.743, -5.772], [-0.594, -3.326, 0.333], [-0.831, 2.522, -2.722], [1.346, 1.393, 2.892], [-3.711, 2.757, 0.449], [1.489, -5.982, -1.433], [2.360, -0.564, -5.781], [-2.242, 2.331, -1.088], [5.190, 0.687, -1.276], [-2.098, 3.776, -2.756], [0.310, -0.075, 1.875], [1.757, -1.956, -0.546], [1.785, -0.272, 3.327], [-3.793, 0.837, -1.193], [-2.683, 0.827, -2.578], [-3.070, 3.321, -0.238], [0.371, 1.295, -6.106], [-0.448, 1.915, -5.736], [-3.235, 1.472, -1.887], [-1.928, -0.134, -5.694], [2.576, 0.418, 1.468], [1.382, -1.026, -7.192], [-2.385, 3.930, 0.360], [-0.695, -2.043, 0.137], [0.483, -5.360, -0.705], [0.895, -1.810, -0.068], [0.262, -0.113, -4.095], [3.900, 0.144, 1.791], [-1.296, -3.987, 1.075], [2.663, -3.879, -1.589], [1.489, 0.380, 2.504], [2.576, -5.233, -1.876]]}

=====

| no. | electronic energy (eV) |
| --- | --- |
| 1 | -130130.002 |
| 2 | -69129.596 |